# 1
34
Properties=species:S:1:pos:R:3:forces:R:3:mulliken_charge:R:1 method="wB97M-V/def2-TZVPD" homo_lumo_gap_ha="0.26583 / 0.26585" e_above_lowest_kcal_mol=2.1 total_charge=+1 e_homo_ev="-12.547 / -12.547" lumo_ev="-5.3 / -5.3"
Ru 0.067 -0.232 0.090 -0.4 -0.1 0.5 0.0483
Cl -2.593 0.998 -2.072 0.0 0.0 0.0 -0.1385
C -2.477 1.465 -0.430 0.1 -0.1 0.0 0.4655
C -1.454 0.965 0.369 -0.1 0.2 -0.1 -0.6740
C -1.357 1.390 1.676 0.0 0.1 0.0 1.2060
Cl 0.036 0.659 2.433 0.2 -0.1 0.0 -0.0488
C -2.217 2.274 2.279 -0.1 0.0 0.0 -0.5034
Cl -2.011 2.741 3.906 0.0 0.0 0.0 -0.1578
C -3.258 2.762 1.473 0.0 0.0 0.0 0.7259
Cl -4.373 3.856 2.147 0.0 0.0 0.0 -0.1218
C -3.384 2.366 0.131 0.0 0.0 0.0 0.0007
Cl -4.653 2.997 -0.823 0.0 0.0 0.0 -0.1419
O 0.432 -3.239 2.365 0.0 0.0 0.0 -0.5345
C 0.062 -3.260 1.234 -0.1 -0.2 0.1 0.1815
C -0.417 -4.453 0.401 0.0 0.1 0.0 -0.3502
C -0.737 -3.909 -1.006 0.0 0.0 0.0 -0.5251
C -0.480 -2.444 -0.854 0.1 -0.1 0.1 0.5972
O -0.600 -1.471 -1.629 0.4 0.0 0.2 -0.5221
N -0.025 -2.135 0.385 -0.1 0.2 -0.4 -0.1153
H -1.289 -4.877 0.895 0.0 0.0 0.0 0.2978
H 0.359 -5.215 0.401 0.0 0.0 0.0 0.3140
H -1.762 -4.082 -1.332 0.0 0.0 0.0 0.3221
H -0.081 -4.306 -1.781 0.0 0.0 0.0 0.2977
F 4.753 2.948 -1.727 0.0 0.0 0.0 -0.2746
C 3.749 2.198 -1.299 0.0 -0.1 0.1 0.3328
C 3.816 1.693 0.000 0.0 0.1 -0.1 -0.6286
C 2.770 0.936 0.470 -0.2 0.0 0.1 -0.4424
C 1.687 0.661 -0.384 0.2 0.0 -0.4 0.5196
C 1.678 1.123 -1.708 -0.1 -0.1 0.0 -0.1353
C 2.698 1.938 -2.162 0.1 0.0 0.0 -0.6793
H 4.679 1.916 0.612 0.0 0.0 0.0 0.4575
H 2.801 0.550 1.480 0.0 0.0 0.0 0.3517
H 0.868 0.847 -2.376 0.0 0.0 0.0 0.4135
H 2.715 2.340 -3.165 0.0 0.0 0.0 0.4618

***

# 2
90
Properties=species:S:1:pos:R:3:forces:R:3:mulliken_charge:R:1 method="wB97M-V/def2-TZVPD" multiplicity=4 homo_lumo_gap_ha="0.12663 / 0.33032" s2=3.751 total_charge=0 e_homo_ev="-3.773 / -9.320" lumo_ev="-0.3 / -0.3"
Ti -0.814 -0.700 0.158 0.5 0.5 -0.3 0.6921
C -0.105 2.471 -1.428 0.0 0.9 1.4 -1.2357
C 0.061 2.825 -2.881 -0.9 -0.9 0.1 1.5333
C -0.509 4.174 -3.220 0.9 0.9 -0.4 -0.9326
O -0.181 4.558 -4.560 -0.2 -0.5 0.3 -0.4070
C -1.186 4.211 -5.496 -0.1 -0.3 -0.7 -0.5442
N 1.507 2.793 -3.207 1.6 -0.3 -0.7 -0.0186
H 2.068 3.266 -2.496 -0.1 -0.3 0.2 0.3858
H 1.856 1.815 -3.300 -0.1 0.2 0.6 0.2723
H 1.781 3.258 -4.082 -0.8 0.1 -0.1 0.4575
H 0.481 1.599 -1.119 -0.3 -0.1 -0.2 -0.0436
H -1.150 2.380 -1.134 0.0 -0.5 -0.4 0.2337
H 0.180 3.308 -0.766 0.4 0.0 -0.3 0.5228
H -0.399 2.026 -3.461 0.0 0.2 -0.2 -0.7646
H 0.030 4.932 -2.633 -0.4 -0.1 0.3 0.3839
H -1.575 4.200 -2.991 0.0 0.0 -0.1 0.4291
H -2.069 4.837 -5.350 -0.1 -0.1 0.0 0.3111
H -1.472 3.152 -5.481 0.0 0.1 0.5 0.1391
H -0.784 4.360 -6.499 0.0 0.3 0.1 0.2797
C -1.133 -4.365 -2.524 0.3 0.3 -0.7 -1.5867
C -1.083 -3.762 -1.144 -0.1 -0.3 -0.1 1.9780
C -2.367 -3.070 -0.812 -1.1 0.4 -0.8 -0.6248
O -2.242 -2.415 0.425 -0.4 -0.4 0.1 0.3488
C -3.473 -1.923 0.967 -0.3 0.6 -0.2 -0.7364
N -0.826 -4.863 -0.145 -0.1 0.6 0.2 0.0784
H -1.681 -5.393 0.022 0.1 -0.1 0.0 0.4278
H -0.115 -5.475 -0.537 0.1 -0.1 0.3 0.4642
H -0.479 -4.464 0.776 0.2 -0.3 -0.1 0.1229
H -1.272 -3.553 -3.239 -0.2 -0.1 0.0 0.1738
H -1.939 -5.091 -2.648 -0.1 0.0 0.1 0.4504
H -0.191 -4.822 -2.836 0.0 -0.1 0.3 0.4539
H -0.269 -3.040 -1.023 0.1 -0.1 0.0 -1.1824
H -3.235 -3.755 -0.881 0.2 -0.2 0.7 0.5426
H -2.622 -2.361 -1.611 0.4 0.1 0.1 -0.2534
H -3.877 -1.075 0.401 0.3 -0.1 -0.3 0.1732
H -3.227 -1.524 1.948 -0.1 -0.3 0.2 0.1054
H -4.244 -2.699 0.961 0.2 -0.2 0.3 0.3556
C 1.420 0.693 3.624 -0.9 0.4 1.0 -1.6753
N 2.673 0.890 2.899 1.8 -0.3 -0.4 0.7237
C 3.817 0.244 3.622 -0.3 -0.3 -0.3 -0.8511
C 2.580 0.184 1.570 -1.3 0.3 0.7 -1.0727
C 2.927 2.348 2.605 -1.5 -0.1 -0.4 -0.3011
C 3.094 3.269 3.797 -0.1 -0.6 -0.1 -0.7860
O 4.285 2.993 4.505 0.3 -0.1 0.0 -0.5679
H 1.501 1.087 4.639 0.2 0.0 -0.1 0.5052
H 1.174 -0.359 3.719 0.2 -0.1 -0.3 0.4089
H 0.606 1.229 3.141 0.0 -0.2 -0.3 0.5954
H 3.859 0.602 4.639 0.1 0.1 0.1 0.3357
H 4.718 0.460 3.058 0.1 0.1 0.2 0.3344
H 3.625 -0.827 3.586 0.0 0.0 0.2 0.3093
H 3.415 0.464 0.942 0.1 -0.2 -0.1 0.5239
H 1.604 0.495 1.192 0.2 0.0 -0.5 0.0591
H 2.473 -0.870 1.798 0.4 -0.1 -0.3 0.3230
H 1.961 2.585 2.140 0.2 0.6 0.0 0.1661
H 3.646 2.446 1.795 0.5 -0.2 0.4 0.5222
H 2.219 3.103 4.427 0.0 0.4 0.1 0.3669
H 3.102 4.293 3.421 -0.2 0.0 0.0 0.3919
H 4.138 3.104 5.448 0.0 0.1 0.0 0.3463
C -2.269 -0.295 -4.377 -0.3 -0.7 0.7 0.6718
F -1.162 0.333 -4.786 0.2 0.1 -0.2 -0.2402
F -3.198 -0.197 -5.319 0.0 0.3 -0.2 -0.2511
F -1.980 -1.613 -4.249 0.1 0.3 -0.1 -0.2812
S -2.861 0.357 -2.751 -0.1 -0.1 -0.1 0.8826
O -4.093 -0.350 -2.554 -0.2 0.0 0.0 -0.6906
O -1.798 -0.071 -1.849 0.5 0.0 0.1 -0.5474
O -2.907 1.783 -2.971 0.0 0.0 -0.1 -0.5948
C 2.209 -2.471 -2.872 -0.2 1.3 -0.4 0.5528
F 3.126 -2.513 -3.846 0.0 -0.3 0.5 -0.2346
F 1.027 -2.265 -3.463 -0.3 0.0 -0.2 -0.2290
F 2.132 -3.614 -2.223 0.3 -0.9 0.2 -0.2244
S 2.525 -1.105 -1.676 0.3 0.4 -0.1 1.2876
O 2.705 0.080 -2.504 -0.3 0.2 -0.2 -0.9129
O 1.312 -1.069 -0.874 -0.5 -0.1 0.0 -0.5746
O 3.698 -1.525 -0.968 0.2 -0.1 0.2 -0.6901
C -2.431 1.921 4.021 0.2 -0.3 0.0 0.5453
F -2.869 3.111 4.423 -0.1 -0.1 0.1 -0.2229
F -1.211 1.717 4.586 -0.3 0.1 0.1 -0.1846
F -3.251 0.973 4.487 0.1 0.2 0.0 -0.2442
S -2.287 1.842 2.186 -0.4 0.1 -0.8 1.3304
O -3.631 1.652 1.715 -0.1 0.0 0.2 -0.7041
O -1.667 3.101 1.835 0.4 -0.2 0.2 -0.7337
O -1.429 0.669 1.992 0.1 -0.1 0.1 -0.6082
C -0.874 -3.224 4.021 0.0 -0.6 -0.7 0.7604
F -1.547 -2.142 4.369 0.1 0.3 0.1 -0.1620
F -0.336 -3.789 5.089 0.0 -0.1 0.5 -0.2367
F -1.753 -4.099 3.480 0.0 0.2 0.1 -0.2527
S 0.455 -2.889 2.778 0.0 -0.4 -0.3 1.2004
O 1.619 -2.551 3.558 0.0 0.3 0.0 -0.7190
O 0.571 -4.160 2.063 -0.1 0.0 0.0 -0.8987
O -0.108 -1.843 1.960 0.4 0.3 0.4 -0.4364

***

# 3
57
Properties=species:S:1:pos:R:3:forces:R:3:mulliken_charge:R:1 method="wB97M-V/def2-TZVPD" smiles="COc1cc2[nH]c(=O)n(Cc3ccc(C(=O)NC[C@H]4CCCO4)cc3)c(=O)c2cc1OC" homo_lumo_gap_ha=0.32265 e_above_lowest_kcal_mol=2.8 total_charge=0 e_homo_ev=-8.313 lumo_ev=0.5
C -7.358 2.133 1.661 -0.4 0.4 0.1 -0.7386
H -6.737 2.991 1.923 -0.1 -0.1 0.0 0.2703
H -7.803 2.295 0.678 0.0 0.0 0.1 0.2700
H -8.147 2.014 2.403 0.1 0.0 -0.1 0.2925
O -6.629 0.925 1.711 0.3 -0.3 -0.1 -0.4847
C -5.555 0.695 0.924 0.2 -0.2 0.0 0.4229
C -4.973 -0.552 1.125 0.0 0.2 -0.1 -0.7778
C -3.861 -0.962 0.404 0.1 0.7 -0.4 -0.0727
C -3.309 -0.104 -0.545 -0.3 0.0 0.3 -0.6662
C -3.886 1.150 -0.752 -0.1 -0.1 0.1 -0.3969
C -4.994 1.569 -0.043 0.1 0.1 -0.1 1.3518
O -5.582 2.792 -0.228 -0.1 -0.3 0.2 -0.4639
C -5.031 3.661 -1.190 0.1 0.1 -0.1 -0.9314
H -5.655 4.553 -1.162 0.1 0.0 -0.1 0.2433
H -4.000 3.931 -0.945 0.0 0.0 0.0 0.3468
H -5.066 3.225 -2.193 0.0 0.0 0.0 0.3493
H -3.422 1.775 -1.497 0.0 0.1 -0.1 0.5973
C -2.138 -0.510 -1.315 -0.2 0.1 0.0 0.9746
O -1.604 0.183 -2.158 0.0 0.1 0.0 -0.6930
N -1.659 -1.782 -1.027 0.1 -0.1 -0.2 0.1744
C -2.188 -2.654 -0.094 -0.4 0.0 0.2 0.4219
O -1.735 -3.757 0.110 0.2 -0.3 0.0 -0.6609
N -3.283 -2.195 0.591 -0.1 -0.3 0.3 -0.1100
H -3.673 -2.830 1.274 0.2 0.0 -0.2 0.2403
C -0.476 -2.240 -1.758 0.1 -0.1 -0.2 -2.2258
C 0.781 -1.839 -1.032 0.0 0.0 -0.1 0.9663
C 1.324 -2.668 -0.057 0.0 0.0 0.0 -0.4566
C 2.462 -2.283 0.624 0.2 0.1 0.1 -0.9126
C 3.068 -1.058 0.360 -0.2 -0.2 -0.2 1.0415
C 2.525 -0.232 -0.620 0.1 0.0 0.2 -0.3938
C 1.391 -0.622 -1.309 -0.1 0.0 -0.1 -0.9455
H 0.967 0.023 -2.064 0.0 0.0 -0.1 0.4242
H 2.992 0.709 -0.875 0.1 0.1 0.0 0.1794
C 4.306 -0.718 1.122 -0.1 0.2 0.1 0.4043
O 5.058 -1.573 1.555 0.1 -0.2 0.0 -0.6530
N 4.510 0.604 1.328 0.0 0.4 -0.1 -0.1511
H 3.893 1.285 0.915 0.0 -0.2 0.0 0.2334
C 5.697 1.128 1.953 0.3 0.3 -0.1 -1.0796
H 5.409 1.864 2.708 0.0 -0.1 0.0 0.4171
C 6.623 1.795 0.920 0.1 -0.3 0.4 0.1853
H 7.404 2.347 1.462 -0.1 -0.1 -0.1 0.3437
C 7.241 0.796 -0.067 -0.1 0.2 0.0 -0.5040
H 8.232 0.479 0.248 0.0 -0.1 0.0 0.4170
C 7.250 1.578 -1.378 -0.1 0.1 0.1 -0.6377
H 7.226 0.941 -2.258 0.0 0.0 -0.1 0.3753
C 5.982 2.414 -1.229 0.0 -0.1 -0.4 -0.1770
H 6.001 3.348 -1.795 0.0 -0.1 0.0 0.3600
O 5.887 2.741 0.145 -0.1 0.0 0.2 -0.4814
H 5.102 1.830 -1.541 0.1 0.1 0.0 0.0285
H 8.124 2.229 -1.428 0.0 0.0 -0.1 0.2647
H 6.604 -0.085 -0.152 0.0 -0.1 0.0 0.1135
H 6.217 0.294 2.428 0.0 0.1 0.0 0.4093
H 2.903 -2.923 1.373 0.1 -0.1 0.0 0.4612
H 0.848 -3.611 0.163 0.0 -0.1 0.0 0.4451
H -0.544 -3.326 -1.837 0.0 0.2 0.0 0.6191
H -0.513 -1.777 -2.746 0.0 -0.1 0.1 0.5775
H -5.420 -1.197 1.865 -0.1 -0.1 0.1 0.3926

***

# 4
12
Properties=species:S:1:pos:R:3:forces:R:3:mulliken_charge:R:1 method="wB97M-V/def2-TZVPD" homo_lumo_gap_ha=0.35888 e_above_lowest_kcal_mol=71.5 total_charge=+1 e_homo_ev=-14.696 lumo_ev=-4.9
C 0.508 1.294 -0.343 -2.1 4.2 -2.2 0.0885
C -1.367 -0.098 0.117 -3.0 0.0 2.0 -0.9460
C 0.874 -0.953 0.203 2.2 -1.2 2.6 -1.1632
N 0.045 0.163 -0.003 0.2 1.2 1.0 0.0462
I 2.526 1.778 -0.504 -0.9 -0.1 0.1 0.3037
H -0.465 2.320 -0.844 3.1 -3.4 1.9 0.3747
H -1.575 -1.135 0.550 0.5 1.4 -1.1 0.3580
H -1.769 0.067 -0.873 -0.5 -0.4 -0.1 0.4096
H -1.964 0.578 0.870 1.7 -0.8 -1.5 0.3275
H 1.169 -1.288 1.254 -0.2 1.6 -0.9 0.3263
H 1.727 -0.977 -0.423 0.8 0.2 -0.5 0.4739
H 0.291 -1.751 -0.004 -1.7 -2.7 -1.3 0.4008

***

# 5
10
Properties=species:S:1:pos:R:3:forces:R:3:mulliken_charge:R:1 method="wB97M-V/def2-TZVPD" homo_lumo_gap_ha=0.39920 e_above_lowest_kcal_mol=0.0 total_charge=0 e_homo_ev=-10.020 lumo_ev=0.8
C -0.334 -0.200 -0.115 -0.7 -0.3 -0.7 0.5042
C 1.008 0.175 -0.636 0.3 -0.5 0.2 0.0615
H 0.035 0.675 1.657 0.1 0.1 0.1 0.2150
H -1.567 0.372 1.347 -1.5 0.2 0.3 0.2323
H -2.001 -1.037 -0.519 1.2 0.4 -0.7 0.2269
H 1.021 -0.117 -1.670 0.2 0.3 -0.5 0.2585
N -0.642 0.117 1.166 1.5 0.0 0.4 -0.4679
N -1.081 -0.770 -0.972 -1.4 -0.5 0.7 -0.6461
F 1.258 1.486 -0.431 -0.1 0.8 -0.2 -0.2288
Cl 2.302 -0.699 0.173 0.4 -0.5 0.3 -0.1556

***

# 6
50
Properties=species:S:1:pos:R:3:forces:R:3:mulliken_charge:R:1 method="wB97M-V/def2-TZVPD" homo_lumo_gap_ha=0.28974 e_above_lowest_kcal_mol=65.0 total_charge=+1 e_homo_ev=-10.431 lumo_ev=-2.5
C -1.578 1.107 2.073 0.9 -0.1 0.3 -1.4083
C -1.805 0.517 0.675 0.4 -0.2 0.5 0.1568
C -0.809 -0.611 0.299 0.7 -0.5 0.1 -1.1114
C 0.362 -0.148 -0.536 0.5 0.1 1.1 2.2247
C 0.873 -0.876 -1.537 0.2 1.3 -1.3 -1.2296
N 2.049 -0.505 -2.188 -0.4 0.2 0.1 -0.6112
C 1.177 1.073 -0.027 -0.5 -1.2 -0.2 -2.1393
N -1.653 1.610 -0.366 0.2 -1.9 0.4 0.3158
H -2.372 0.944 2.796 -0.3 0.0 -0.2 0.3511
H -1.335 2.172 2.059 -0.3 0.0 -0.1 0.2869
H -0.689 0.616 2.482 -0.1 0.1 0.2 0.2857
H -2.808 0.103 0.604 0.0 0.3 -0.3 0.9034
H -0.383 -1.130 1.181 -0.2 0.8 0.1 0.3031
H -1.282 -1.489 -0.136 -0.3 0.5 -0.7 0.5481
H 0.342 -1.600 -2.144 -0.3 -0.3 0.7 0.5387
H 2.406 -1.272 -2.728 0.3 0.0 0.0 0.2830
H 2.757 -0.149 -1.563 0.1 0.0 -0.1 0.2319
H 2.227 0.834 0.146 0.0 0.1 -0.4 0.4347
H 1.072 1.876 -0.764 0.5 0.2 0.1 0.2495
H 0.855 1.410 0.953 -0.3 0.1 -0.1 0.1895
H -2.548 2.069 -0.477 0.3 0.6 -0.3 0.3684
H -1.412 1.073 -1.193 -0.4 0.3 -0.7 -0.1836
H -0.814 2.173 -0.206 -0.9 0.6 0.4 0.0634
H -2.268 -2.140 1.719 0.0 0.1 0.0 0.3091
H -3.223 -3.070 1.058 -0.3 -0.4 -0.2 0.2977
O -3.022 -2.139 1.119 -0.1 0.1 0.4 -0.6048
H 2.689 -2.654 -0.398 -0.1 -0.4 0.1 0.3020
H 3.009 -3.829 -1.414 0.1 -0.2 0.5 0.2700
O 2.819 -2.894 -1.321 0.1 0.0 -0.5 -0.6096
H 4.127 -1.366 1.685 -0.4 -0.8 -0.3 0.2714
H 3.564 -0.072 1.821 -0.8 0.3 -0.3 0.2374
O 3.275 -0.940 1.494 1.7 0.8 0.5 -0.5395
H -0.269 -3.486 -1.616 0.1 -0.6 -0.2 0.2860
H -1.713 -4.186 -1.698 0.5 -0.3 -0.3 0.2702
O -1.193 -3.452 -1.371 -0.6 0.8 0.6 -0.5569
H 1.893 -1.813 1.938 -0.1 -0.3 0.1 0.3753
H 1.038 -2.906 2.663 0.1 0.0 0.0 0.2781
O 1.254 -2.533 1.804 -0.3 -0.2 0.0 -0.6313
H -2.239 0.207 -2.720 0.7 -0.8 -0.5 0.3276
H -3.210 -0.730 -1.827 0.6 -0.3 -0.4 0.3190
O -3.038 0.130 -2.218 -1.3 0.8 0.7 -0.6488
H 1.683 1.913 3.045 -0.6 0.2 -0.3 0.2940
H 2.969 2.549 3.041 0.3 0.7 -0.4 0.2937
O 2.137 2.612 2.550 0.4 -0.9 0.9 -0.5819
H -0.422 2.942 -3.241 0.4 -0.4 0.1 0.2706
H -1.830 2.738 -3.598 -0.4 -0.4 -0.1 0.2966
O -1.087 2.242 -3.232 -0.1 0.7 0.0 -0.5529
H 0.133 4.178 0.674 0.1 -1.1 0.8 0.2897
H -0.885 4.878 0.096 -1.3 0.2 -0.3 0.2695
O -0.821 4.025 0.542 1.5 1.2 -0.3 -0.5832

***

Please write out number 1 again, unchanged.
34
Properties=species:S:1:pos:R:3:forces:R:3:mulliken_charge:R:1 method="wB97M-V/def2-TZVPD" homo_lumo_gap_ha="0.26583 / 0.26585" e_above_lowest_kcal_mol=2.1 total_charge=+1 e_homo_ev="-12.547 / -12.547" lumo_ev="-5.3 / -5.3"
Ru 0.067 -0.232 0.090 -0.4 -0.1 0.5 0.0483
Cl -2.593 0.998 -2.072 0.0 0.0 0.0 -0.1385
C -2.477 1.465 -0.430 0.1 -0.1 0.0 0.4655
C -1.454 0.965 0.369 -0.1 0.2 -0.1 -0.6740
C -1.357 1.390 1.676 0.0 0.1 0.0 1.2060
Cl 0.036 0.659 2.433 0.2 -0.1 0.0 -0.0488
C -2.217 2.274 2.279 -0.1 0.0 0.0 -0.5034
Cl -2.011 2.741 3.906 0.0 0.0 0.0 -0.1578
C -3.258 2.762 1.473 0.0 0.0 0.0 0.7259
Cl -4.373 3.856 2.147 0.0 0.0 0.0 -0.1218
C -3.384 2.366 0.131 0.0 0.0 0.0 0.0007
Cl -4.653 2.997 -0.823 0.0 0.0 0.0 -0.1419
O 0.432 -3.239 2.365 0.0 0.0 0.0 -0.5345
C 0.062 -3.260 1.234 -0.1 -0.2 0.1 0.1815
C -0.417 -4.453 0.401 0.0 0.1 0.0 -0.3502
C -0.737 -3.909 -1.006 0.0 0.0 0.0 -0.5251
C -0.480 -2.444 -0.854 0.1 -0.1 0.1 0.5972
O -0.600 -1.471 -1.629 0.4 0.0 0.2 -0.5221
N -0.025 -2.135 0.385 -0.1 0.2 -0.4 -0.1153
H -1.289 -4.877 0.895 0.0 0.0 0.0 0.2978
H 0.359 -5.215 0.401 0.0 0.0 0.0 0.3140
H -1.762 -4.082 -1.332 0.0 0.0 0.0 0.3221
H -0.081 -4.306 -1.781 0.0 0.0 0.0 0.2977
F 4.753 2.948 -1.727 0.0 0.0 0.0 -0.2746
C 3.749 2.198 -1.299 0.0 -0.1 0.1 0.3328
C 3.816 1.693 0.000 0.0 0.1 -0.1 -0.6286
C 2.770 0.936 0.470 -0.2 0.0 0.1 -0.4424
C 1.687 0.661 -0.384 0.2 0.0 -0.4 0.5196
C 1.678 1.123 -1.708 -0.1 -0.1 0.0 -0.1353
C 2.698 1.938 -2.162 0.1 0.0 0.0 -0.6793
H 4.679 1.916 0.612 0.0 0.0 0.0 0.4575
H 2.801 0.550 1.480 0.0 0.0 0.0 0.3517
H 0.868 0.847 -2.376 0.0 0.0 0.0 0.4135
H 2.715 2.340 -3.165 0.0 0.0 0.0 0.4618